1.
Entry from the Open Molecules 2025 dataset: the molecule C13H23N3O5 in a non-equilibrium geometry (wB97M-V/def2-TZVPD).

Computed properties:
E_LUMO in Ha: 0.020
SMILES: CC[C@@H](C)[C@@H](NC(C)=O)C(=O)N[C@H](CC(=O)O)C(=O)NC

XYZ file:
```
44
C13H23N3O5 (wB97M-V/def2-TZVPD)
C -1.823 -1.896 4.123
C -0.920 -2.301 2.933
C -0.599 -1.157 1.948
C 0.762 -1.399 1.232
C -1.800 -0.985 0.953
N -2.976 -0.296 1.544
C -4.211 -0.782 1.381
C -5.359 0.154 1.724
O -4.451 -1.898 0.893
C -1.423 -0.317 -0.389
O -1.717 0.885 -0.575
N -0.775 -1.059 -1.279
C -0.296 -0.645 -2.613
C 0.189 -1.926 -3.317
C 1.245 -2.711 -2.461
O 0.946 -3.519 -1.603
O 2.526 -2.284 -2.610
C 0.843 0.462 -2.551
O 1.929 0.232 -3.072
N 0.567 1.623 -1.985
C 1.549 2.728 -1.932
H -1.730 -2.621 4.913
H -2.861 -1.807 3.838
H -1.550 -0.904 4.465
H 0.001 -2.643 3.349
H -1.351 -3.150 2.407
H -0.440 -0.207 2.496
H 1.592 -1.522 1.951
H 0.704 -2.316 0.662
H 1.020 -0.556 0.597
H -2.055 -1.952 0.667
H -2.875 0.678 1.834
H -6.322 -0.280 1.487
H -5.387 0.280 2.813
H -5.216 1.112 1.279
H -0.613 -2.022 -1.037
H -1.112 -0.155 -3.188
H 0.650 -1.726 -4.303
H -0.664 -2.619 -3.465
H 2.561 -1.351 -2.896
H -0.332 1.782 -1.556
H 1.073 3.641 -1.491
H 2.414 2.431 -1.338
H 1.927 2.956 -2.935
```

2.
Entry from the Open Molecules 2025 dataset: a structure of composition C13H24AlNO4 in a non-equilibrium geometry (wB97M-V/def2-TZVPD).

Computed properties:
E_LUMO in Ha: -0.414
Net charge: +2

XYZ file:
```
43
C13H24AlNO4 (wB97M-V/def2-TZVPD)
Al 1.105 -2.505 -0.001
C -1.426 -0.479 1.669
C -2.384 -0.172 0.500
C -2.041 1.322 0.174
C -2.685 1.826 -1.132
C -2.139 0.818 -2.267
C -2.604 -0.595 -1.978
N -2.010 -1.008 -0.693
O -1.998 -2.441 -0.464
C -1.996 -1.435 -3.138
C -4.148 -0.794 -2.093
C -3.894 -0.278 1.012
H -1.290 0.339 2.376
H -0.443 -0.510 1.200
H -1.739 -1.361 2.228
H -0.956 1.416 0.165
H -2.236 1.992 1.011
H -2.396 2.840 -1.405
H -3.774 1.876 -1.150
H -1.053 0.788 -2.361
H -2.644 1.173 -3.165
H -2.274 -1.190 -4.163
H -2.271 -2.489 -3.152
H -0.932 -1.630 -3.005
H -4.466 -1.795 -1.801
H -4.455 -0.654 -3.129
H -4.788 -0.046 -1.625
H -4.004 0.279 1.942
H -3.982 -1.319 1.324
H -4.739 0.033 0.398
C 6.521 1.665 1.097
C 6.222 0.187 1.431
C 5.947 -0.074 2.810
O 4.581 -0.503 2.922
C 4.030 -0.439 1.702
O 2.872 -0.631 1.430
O 5.012 -0.107 0.816
H 7.588 1.885 1.121
H 6.064 2.503 1.623
H 6.133 1.789 0.086
H 7.099 -0.377 1.114
H 5.959 0.893 3.313
H 6.633 -0.791 3.260
```

3.
Entry from the Open Molecules 2025 dataset: a cluster of 3 separate species, C13H24BO8S in total in a non-equilibrium geometry (wB97M-V/def2-TZVPD).

Computed properties:
E_LUMO in Ha: 0.064
Net charge: -1

XYZ file:
```
47
C13H24BO8S (wB97M-V/def2-TZVPD)
S -0.130 -3.014 3.433
C -1.167 -1.471 3.002
C -2.297 -1.307 4.187
C -2.610 0.239 4.630
C -1.525 0.906 5.660
C -0.277 0.024 6.247
O 0.835 0.868 5.711
B 0.349 1.867 4.726
O -0.982 2.248 5.273
H 0.785 -2.633 4.445
H -0.408 -0.583 2.927
H -1.713 -1.583 1.951
H -3.312 -1.735 3.727
H -2.026 -2.030 5.073
H -3.657 0.228 5.186
H -2.717 0.868 3.637
H -2.146 1.194 6.630
H -0.093 -1.071 5.879
H -0.232 0.056 7.438
H 1.108 2.722 4.417
H 0.068 1.418 3.661
C -0.622 -2.380 -2.185
C -1.513 -1.155 -2.130
C -0.855 0.085 -2.654
O -1.523 1.113 -1.945
C -1.947 0.559 -0.768
O -2.386 1.195 0.172
O -1.811 -0.802 -0.789
H -1.220 -3.285 -2.034
H -0.116 -2.466 -3.151
H 0.129 -2.365 -1.387
H -2.460 -1.353 -2.648
H -1.003 0.204 -3.733
H 0.214 0.144 -2.432
C 3.926 1.846 -6.554
C 2.715 1.093 -6.040
C 2.292 1.510 -4.664
O 1.668 0.342 -4.164
C 2.243 -0.714 -4.817
O 2.093 -1.881 -4.504
O 3.008 -0.284 -5.866
H 4.035 1.689 -7.632
H 3.835 2.922 -6.376
H 4.850 1.482 -6.090
H 1.887 1.176 -6.754
H 1.582 2.344 -4.688
H 3.127 1.771 -4.007
```

4.
Entry from the Open Molecules 2025 dataset: the molecule C13H24BrFN4O3 in a non-equilibrium geometry (wB97M-V/def2-TZVPD).

Computed properties:
E_LUMO in Ha: 0.011
SMILES: [H]/N=C(/N)NCCCC[C@@](O)(O[C@H](C#C)COCC)[C@H](Br)NF

XYZ file:
```
46
C13H24BrFN4O3 (wB97M-V/def2-TZVPD)
H 1.421 -4.789 -1.587
N 0.803 -4.463 -2.364
C 0.056 -3.365 -2.005
N -0.960 -2.739 -2.981
N 0.163 -2.725 -0.640
C 1.590 -2.332 -0.289
C 1.520 -1.498 1.119
C 2.676 -0.350 1.289
C 2.882 0.633 -0.007
C 1.477 1.420 -0.467
O 0.868 0.565 -1.489
O 0.707 1.597 0.768
C -0.725 1.330 0.604
C -1.505 2.479 -0.328
C -2.281 3.106 -1.315
C -1.393 1.523 2.127
O -1.918 0.195 2.571
C -3.232 -0.077 1.940
C -4.005 -1.369 2.601
C 1.951 2.904 -0.972
Br 1.459 4.364 0.361
N 1.378 3.354 -2.296
F 2.438 3.393 -3.173
H -0.869 -1.698 -2.963
H -0.841 -3.125 -3.943
H -0.335 -1.790 -0.743
H 2.094 -1.770 -1.182
H 2.175 -3.339 -0.054
H 1.703 -2.289 1.988
H 0.419 -1.126 1.249
H 2.481 0.252 2.295
H 3.698 -0.934 1.479
H 3.742 1.396 0.285
H 3.320 0.014 -0.924
H 0.163 1.031 -2.026
H -0.999 0.231 0.295
H -3.147 3.530 -2.021
H -0.596 1.831 2.934
H -2.259 2.341 2.079
H -3.057 -0.353 0.793
H -3.933 0.861 2.011
H -3.498 -1.603 3.643
H -5.166 -1.170 2.780
H -3.943 -2.311 1.882
H 3.137 2.985 -1.080
H 0.942 4.314 -2.220
```

5.
Entry from the Open Molecules 2025 dataset: a structure of composition C13H24CuN4O5S2 in a non-equilibrium geometry (wB97M-V/def2-TZVPD).

Computed properties:
E_LUMO (alpha / beta) in Ha: -0.025 / -0.025
⟨S²⟩: 0.912
2S+1: 2

XYZ file:
```
49
C13H24CuN4O5S2 (wB97M-V/def2-TZVPD)
O -4.260 -2.867 -2.273
H -4.883 -2.202 -1.837
Cu -0.760 -0.767 0.275
N 1.043 -0.440 -0.387
N -0.929 -0.874 -1.866
O 1.930 0.075 0.421
O -1.888 -0.506 -2.640
C 1.373 -0.781 -1.655
C 0.268 -1.052 -2.493
C 2.758 -0.604 -2.098
C 0.423 -1.201 -3.985
H 3.405 -0.460 -1.246
H 2.882 0.249 -2.760
H 3.096 -1.475 -2.644
H -0.544 -1.457 -4.422
H 1.159 -1.979 -4.280
H 0.718 -0.248 -4.469
H 1.096 1.415 0.672
H -3.505 -2.568 -1.616
O -2.057 1.113 -0.720
H -2.407 0.721 -1.547
H -2.827 1.513 -0.265
C -1.852 -2.093 0.829
H -2.791 -1.691 0.560
H -1.772 -2.749 -0.007
H -1.979 -2.630 1.866
O 3.357 -1.207 3.083
H 3.070 -0.777 2.245
H 2.926 -0.687 3.773
C 0.600 -2.603 2.764
C 0.118 -1.239 3.049
N -0.124 -0.302 2.160
C -0.442 0.921 2.753
C -0.497 0.869 4.145
S -0.089 -0.699 4.713
C -0.542 2.079 1.908
C -1.373 3.174 1.930
S -1.060 4.240 0.582
C 0.209 3.213 0.041
N 0.344 2.157 0.828
C 1.039 3.384 -1.161
H 0.139 -3.303 3.471
H 0.321 -2.883 1.743
H 1.696 -2.612 2.905
H -0.724 1.728 4.760
H -2.143 3.333 2.683
H 0.719 4.302 -1.651
H 2.090 3.469 -0.872
H 0.901 2.534 -1.834
```

6.
Entry from the Open Molecules 2025 dataset: a cluster of 2 separate species, C13H24NO4S in total in a non-equilibrium geometry (wB97M-V/def2-TZVPD).

Computed properties:
E_LUMO in Ha: -0.156
Net charge: +1

XYZ file:
```
43
C13H24NO4S (wB97M-V/def2-TZVPD)
C 2.149 -0.721 -1.329
C 2.015 -1.282 0.125
C 0.655 -0.842 0.640
O -0.302 -1.130 0.055
O 0.512 -0.053 1.769
C 1.058 -0.643 2.951
C 1.368 0.420 4.002
C 1.921 1.718 3.404
C 0.991 2.650 2.700
N 1.611 3.234 1.763
C 3.001 2.792 1.587
C 3.316 1.740 2.686
H 1.570 -1.371 -1.982
H 3.190 -0.653 -1.639
H 1.672 0.263 -1.356
H 2.839 -0.943 0.759
H 2.019 -2.369 0.037
H 1.919 -1.297 2.768
H 0.288 -1.303 3.373
H 2.149 0.016 4.652
H 0.495 0.637 4.621
H 2.138 2.304 4.319
H -0.046 2.869 2.928
H 1.240 3.946 1.139
H 3.756 3.542 1.362
H 2.931 2.203 0.656
H 3.956 2.274 3.386
H 3.721 0.796 2.342
C -2.422 -0.632 -2.744
C -2.857 -2.048 -2.355
C -4.354 -2.170 -2.661
S -4.685 -1.030 -4.008
O -5.553 0.013 -3.526
O -4.982 -1.773 -5.203
C -3.023 -0.376 -4.123
H -1.336 -0.531 -2.757
H -2.819 0.087 -2.024
H -2.299 -2.776 -2.949
H -2.652 -2.258 -1.305
H -4.626 -3.176 -2.970
H -4.963 -1.867 -1.810
H -3.062 0.678 -4.390
H -2.498 -0.940 -4.894
```

7.
Entry from the Open Molecules 2025 dataset: a cluster of 3 separate species, C13H25B2F2NO9 in total in a non-equilibrium geometry (wB97M-V/def2-TZVPD).

Computed properties:
E_LUMO in Ha: 0.001
SMILES: CCOCB(CCCOC)B(N)O.O=C1OC[C@@H](F)O1.O=C1OC[C@@H](F)O1

XYZ file:
```
52
C13H25B2F2NO9 (wB97M-V/def2-TZVPD)
C 1.392 -4.440 -0.067
C 2.241 -3.354 0.869
O 1.687 -1.992 0.827
C 0.295 -1.936 1.300
B -0.603 -1.296 0.057
C -1.516 -2.159 -1.005
C -2.871 -2.832 -0.368
C -4.179 -1.822 -0.628
O -5.342 -2.294 0.162
C -5.182 -1.806 1.545
B -0.495 0.375 -0.102
N -1.297 1.314 0.782
O 0.433 1.013 -1.095
H 0.979 -3.960 -1.060
H 0.476 -4.797 0.610
H 2.004 -5.407 -0.316
H 2.417 -3.758 1.974
H 3.318 -3.294 0.357
H 0.276 -1.134 2.179
H -0.127 -2.939 1.728
H -0.899 -2.990 -1.599
H -1.883 -1.396 -1.846
H -2.754 -3.138 0.762
H -3.160 -3.836 -0.945
H -4.432 -1.805 -1.795
H -3.896 -0.694 -0.366
H -4.058 -1.721 1.902
H -5.698 -0.748 1.726
H -5.708 -2.546 2.300
H -2.320 1.120 0.714
H -0.950 1.159 1.776
H 1.008 1.611 -0.498
O 0.470 0.967 3.137
C 1.256 1.898 3.186
O 1.001 3.086 3.815
C 2.199 3.834 3.757
C 2.898 3.235 2.584
F 4.239 3.281 2.747
O 2.493 1.885 2.614
H 2.754 3.704 4.692
H 1.990 4.898 3.618
H 2.623 3.681 1.623
O 1.922 5.386 -5.609
C 1.887 4.343 -4.978
O 0.881 4.000 -4.117
C 1.147 2.676 -3.699
C 2.616 2.556 -3.921
F 2.953 1.288 -4.247
O 2.849 3.380 -5.041
H 0.568 1.978 -4.313
H 0.872 2.533 -2.651
H 3.227 2.898 -3.078
```

8.
Entry from the Open Molecules 2025 dataset: a structure of composition C13H25Br2NO6 in a non-equilibrium geometry (wB97M-V/def2-TZVPD).

Computed properties:
E_LUMO in Ha: 0.007

XYZ file:
```
47
C13H25Br2NO6 (wB97M-V/def2-TZVPD)
C 3.442 -0.608 2.435
C 3.172 0.584 1.896
C 2.085 0.943 0.901
C 2.298 0.211 -0.444
O 2.397 2.318 0.546
C 1.276 2.828 -0.024
O 1.219 3.685 -0.868
O 0.218 2.186 0.520
C 0.596 1.085 1.360
C 0.375 1.583 2.807
N 1.349 2.515 3.335
C -0.257 -0.162 1.176
Br 0.568 -1.894 1.196
C -1.579 -0.121 1.030
C -2.402 1.142 1.027
Br -2.599 -1.717 0.795
H 4.484 -0.875 2.550
H 2.724 -1.304 2.832
H 3.774 1.423 2.219
H 2.543 -0.821 -0.244
H 1.377 0.267 -1.019
H 3.121 0.710 -0.935
H 0.277 0.750 3.495
H -0.583 2.089 2.828
H 1.651 3.204 2.667
H 2.123 2.060 3.787
H -2.056 1.773 0.219
H -3.430 0.885 0.804
H -2.410 1.655 1.978
C 0.634 -4.767 -2.037
O 0.331 -4.992 -0.662
H 0.966 -5.706 -2.473
H -0.256 -4.415 -2.561
H 1.434 -4.026 -2.130
H 0.033 -4.153 -0.300
C -1.125 5.292 -2.024
O -2.520 5.602 -2.039
H -0.963 4.495 -1.311
H -0.798 4.959 -3.013
H -0.543 6.166 -1.721
H -2.655 6.309 -2.673
C -3.447 -5.556 -2.658
O -2.672 -4.366 -2.775
H -2.793 -6.402 -2.849
H -3.862 -5.647 -1.651
H -4.260 -5.559 -3.388
H -3.256 -3.623 -2.605
```

9.
Entry from the Open Molecules 2025 dataset: a structure of composition C13H25F3NO4P2Pt in a non-equilibrium geometry (wB97M-V/def2-TZVPD).

Computed properties:
E_LUMO (alpha / beta) in Ha: -0.112 / -0.264
⟨S²⟩: 6.014
Net charge: +1
2S+1: 5

XYZ file:
```
49
C13H25F3NO4P2Pt (wB97M-V/def2-TZVPD)
C -0.465 0.783 -3.339
C -0.353 1.062 -1.981
N 0.743 0.623 -1.312
C 1.761 -0.001 -1.958
C 1.730 -0.145 -3.337
C 0.592 0.223 -4.042
C -1.379 1.943 -1.278
P -2.590 1.310 -0.067
Pt 0.920 0.871 0.688
P 2.710 -0.391 0.629
C 2.972 -0.460 -1.174
O -5.449 -2.973 -2.692
O -1.626 -1.739 -1.992
H -1.404 1.039 -3.823
H 2.597 -0.598 -3.817
H 0.531 0.076 -5.116
C -2.682 2.488 1.287
C -2.237 -0.323 0.555
H 3.232 -1.496 -1.438
H 3.849 0.173 -1.394
H -2.011 2.347 -2.028
H -0.877 2.784 -0.768
C 4.136 0.295 1.492
C 2.501 -2.090 1.218
H -3.885 1.280 -0.666
H -2.510 -2.028 -2.281
H -6.365 -3.206 -2.639
H -5.277 -2.845 -3.645
H 1.872 2.113 0.477
H -1.015 -2.511 -2.217
H -3.748 2.743 1.410
H -2.268 2.040 2.203
H -2.127 3.406 1.042
H -3.224 -0.765 0.777
H -1.765 -0.944 -0.226
H -1.650 -0.278 1.489
H 3.468 -2.607 1.156
H 2.166 -2.069 2.264
H 1.760 -2.605 0.594
H 4.995 -0.382 1.398
H 4.377 1.279 1.072
H 3.861 0.414 2.550
F 0.195 -1.254 5.217
C 0.766 -0.035 4.974
F 0.396 0.805 5.976
F 2.117 -0.197 5.043
C 0.290 0.500 3.576
O -0.904 0.746 3.400
O 1.271 0.598 2.741
```

10.
Entry from the Open Molecules 2025 dataset: a structure of composition C13H25GaNO2 in a non-equilibrium geometry (wB97M-V/def2-TZVPD).

Computed properties:
E_LUMO in Ha: 0.103
Net charge: -1

XYZ file:
```
42
C13H25GaNO2 (wB97M-V/def2-TZVPD)
O 4.055 2.649 1.525
O 3.637 3.441 0.429
C 2.362 2.946 -0.065
Ga 0.839 4.339 0.167
C -0.738 3.247 0.937
C -1.198 2.202 0.179
C -2.217 1.405 0.654
C -2.767 1.691 1.865
C -2.325 2.720 2.632
C -1.304 3.512 2.159
H 3.444 2.855 2.250
H 2.114 2.064 0.527
H 2.435 2.624 -1.110
H 0.330 4.895 -1.259
H 1.244 5.540 1.149
H -0.731 2.009 -0.779
H -2.544 0.573 0.039
H -3.590 1.079 2.228
H -2.739 2.949 3.608
H -0.894 4.343 2.722
C -1.249 -3.814 -2.663
C -0.193 -2.799 -2.248
N -0.549 -2.046 -1.062
C 0.327 -0.907 -0.819
C 1.801 -1.184 -0.499
C -0.891 -2.834 0.107
C 0.161 -3.812 0.651
H -2.216 -3.332 -2.811
H -0.956 -4.284 -3.604
H -1.366 -4.610 -1.926
H -0.069 -2.092 -3.072
H 0.771 -3.322 -2.137
H -0.099 -0.302 -0.017
H 0.290 -0.266 -1.705
H 1.935 -1.544 0.520
H 2.371 -0.256 -0.582
H 2.248 -1.906 -1.185
H -1.796 -3.404 -0.120
H -1.192 -2.152 0.907
H 0.653 -4.376 -0.143
H -0.321 -4.536 1.313
H 0.925 -3.305 1.238
```